147
Properties=species:S:1:pos:R:3 method="wB97M-V/def2-TZVPD" de_lowest_kj_mol=0.0 orbital_gap_ev=9.1 max_force_ha_per_bohr=0.038 smiles="O=[N+]([O-])c1ccccc1.O=[N+]([O-])c1ccccc1.O=[N+]([O-])c1ccccc1.CCOC(=O)OC.CCOC(=O)OC.CCOC(=O)OC.CCOC(=O)OC.CCOC(=O)OC.CCOC(=O)OC.CCOC(=O)OC"
O 2.048 10.430 -10.429
O 0.361 5.986 -22.418
O -0.342 3.907 -15.297
O -1.374 14.333 -14.763
O -3.456 13.484 -14.611
O -3.102 8.367 -11.489
O 9.019 6.972 -17.253
O 1.618 10.773 -14.334
O -3.041 14.864 -16.201
O 0.483 5.519 -13.963
O 3.287 12.289 -10.402
O 8.227 12.373 -16.299
O 3.989 10.580 -9.298
O -0.971 4.597 -21.445
O 10.085 12.065 -15.064
O -1.798 10.032 -11.202
O 1.037 9.723 -16.229
O 2.164 15.800 -21.102
O 2.332 10.870 -22.517
O -2.908 9.242 -9.415
O 7.567 6.324 -15.790
O 8.424 10.567 -15.174
O 2.168 9.453 -24.112
O 3.174 10.234 -15.682
O 3.803 15.294 -19.820
O 3.390 8.887 -22.337
O 1.438 3.616 -13.949
N 7.884 6.739 -16.890
N -0.178 5.524 -21.430
N 2.623 15.258 -20.120
C -2.512 14.222 -15.147
C 1.542 6.711 -17.745
C 1.543 2.252 -14.329
C 2.965 11.378 -21.313
C 1.252 5.366 -17.955
C 1.860 10.211 -15.496
C 2.080 11.032 -20.147
C 1.751 14.467 -19.251
C 4.001 9.194 -9.089
C -1.169 11.057 -10.446
C 6.037 7.592 -20.047
C 8.668 13.641 -16.814
C 9.014 11.707 -15.471
C 0.584 5.009 -19.116
C -3.939 7.311 -10.993
C 1.316 7.634 -18.746
C 5.547 6.424 -17.566
C 4.579 6.508 -18.546
C 0.099 13.135 -17.521
C 5.324 9.865 -16.586
C 0.434 4.305 -14.484
C 0.699 7.251 -19.928
C 3.839 9.912 -16.897
C 2.347 13.023 -11.171
C -0.571 6.428 -14.324
C 7.045 7.515 -19.107
C 6.828 6.885 -17.898
C 3.034 11.038 -10.097
C -2.223 15.801 -16.875
C 2.257 13.990 -18.044
C 0.244 10.950 -13.950
C 9.132 9.620 -14.397
C -3.193 12.791 -13.390
C 0.464 14.150 -19.647
C -2.885 13.724 -12.214
C 7.420 14.276 -17.410
C -0.715 7.443 -13.210
C 1.424 13.348 -17.157
C -5.284 7.437 -11.667
C 2.380 8.213 -24.746
C -0.408 13.562 -18.732
C 0.328 5.938 -20.122
C 2.721 9.678 -22.937
C 4.763 7.091 -19.791
C 1.227 13.471 -10.248
C -2.645 9.238 -10.583
H 2.408 11.540 -19.239
H -1.483 5.827 -14.387
H 10.093 9.371 -14.844
H 0.003 14.448 -20.580
H 1.533 8.670 -18.533
H -2.911 16.577 -17.220
H 8.565 8.728 -14.156
H 5.537 9.387 -15.631
H -1.860 11.762 -9.979
H -0.405 10.124 -14.221
H 5.388 6.066 -16.562
H 9.471 13.439 -17.522
H 0.418 13.954 -10.808
H 6.218 8.030 -21.021
H 6.821 14.812 -16.673
H 9.372 10.053 -13.420
H -3.245 14.709 -12.518
H 3.732 10.707 -17.642
H 1.939 7.054 -16.796
H 2.815 13.872 -11.660
H 9.073 14.302 -16.047
H -2.497 11.970 -13.557
H -1.386 13.190 -19.007
H 5.813 9.236 -17.336
H -0.625 11.682 -11.146
H 1.370 4.550 -17.257
H 1.956 12.434 -12.005
H -0.535 10.624 -9.678
H -5.901 6.577 -11.404
H 2.434 1.859 -13.847
H -3.401 13.459 -11.293
H -0.528 12.577 -16.834
H 3.214 14.319 -17.657
H 1.832 13.001 -16.217
H -0.096 11.942 -14.244
H 1.640 14.248 -9.605
H 1.487 7.591 -24.836
H 0.709 12.698 -9.689
H -5.181 7.493 -12.754
H -5.780 8.371 -11.400
H -1.577 16.328 -16.171
H 7.744 15.069 -18.092
H 0.705 1.672 -13.940
H -1.670 15.457 -17.742
H 0.276 3.981 -19.259
H -3.479 6.333 -11.121
H -1.024 6.907 -12.316
H 3.177 7.624 -24.300
H 0.315 10.959 -12.861
H 1.026 11.306 -20.248
H 3.981 10.995 -21.227
H 2.000 9.945 -20.111
H 0.211 7.978 -12.989
H 8.053 7.795 -19.386
H 6.759 13.609 -17.957
H 4.028 7.159 -20.580
H 5.800 10.840 -16.663
H 4.875 8.897 -8.511
H 3.605 6.086 -18.314
H 4.048 8.592 -9.998
H -4.135 7.422 -9.926
H 3.106 12.448 -21.481
H 3.421 8.976 -17.274
H -0.370 6.825 -15.322
H 0.502 8.041 -20.643
H 3.162 8.816 -8.501
H 1.614 2.148 -15.410
H -4.175 12.369 -13.181
H 2.604 8.430 -25.793
H -1.830 13.831 -11.965
H -1.434 8.197 -13.521

147
Properties=species:S:1:pos:R:3 method="wB97M-V/def2-TZVPD" de_lowest_kj_mol=0.0 total_charge=-1 orbital_gap_ev=3.5 max_force_ha_per_bohr=0.095
F 6.520 2.480 1.862
O 1.741 6.794 3.169
O -10.845 -5.324 -1.768
O -5.370 -6.673 0.225
O -1.289 -5.779 -5.104
O -3.025 -6.759 -4.071
O -2.416 7.105 6.325
O -9.835 -4.732 0.150
O 3.875 7.498 3.169
O 7.223 6.627 2.815
O -0.394 1.472 -1.418
O 1.982 2.211 -6.181
O -2.401 -10.345 -0.459
O -2.520 0.750 -1.430
O -2.297 9.103 5.261
O 5.736 0.518 2.807
O -1.589 7.211 4.237
O -3.123 -6.574 -0.046
O 8.631 8.008 1.740
O -1.956 -5.031 -3.071
O 0.197 1.393 -5.052
O 3.392 5.391 3.829
O -2.614 -11.458 -2.420
O -0.858 -0.638 -0.760
O -4.201 -11.644 -0.813
O -11.507 -3.451 -0.681
O 6.593 8.757 2.394
O 1.178 3.329 -4.404
O -4.319 -4.676 0.012
C -2.119 7.918 5.273
C 2.516 -1.440 -0.397
C 3.106 8.496 2.504
C -3.325 -8.752 -5.412
C 4.337 2.437 3.430
C 2.441 3.902 -4.724
C -2.268 5.763 5.864
C -4.223 -11.262 0.562
C 8.305 5.831 2.337
C -1.277 5.918 4.749
C -2.982 -7.278 -5.398
C 3.470 3.005 0.180
C 7.405 7.880 2.322
C -2.261 -5.522 -0.489
C -2.938 -4.300 0.061
C 1.038 2.231 -5.200
C -2.689 -3.050 -0.753
C -2.080 -5.785 -3.997
C -1.168 2.462 -2.088
C 3.038 6.458 3.426
C 3.008 1.733 -0.723
C 3.819 -0.826 -1.101
C -1.221 0.427 -1.165
C 2.629 -1.555 1.211
C -9.377 -6.044 -0.178
C 1.717 8.208 2.998
C 3.606 9.879 2.860
C -1.787 4.860 6.979
C -10.797 -4.411 -0.757
C 2.611 3.178 1.528
C -7.908 -6.202 0.152
C -1.567 -6.986 -5.806
C -4.362 -6.032 0.079
C 2.930 2.102 2.673
C -3.343 -10.047 0.568
C 2.637 3.478 -6.150
C 8.679 4.769 3.347
C 9.380 6.857 2.117
C -0.689 3.851 -1.728
C 4.200 0.670 -0.655
C -5.638 -10.986 1.021
C 4.091 3.341 -6.546
C -2.557 2.162 -1.604
C -9.674 -6.125 -1.647
C -3.031 -11.177 -1.333
C 5.579 1.761 2.696
H 4.615 10.024 2.467
H -3.322 2.444 -2.329
H -0.854 -7.749 -5.480
H -2.219 -5.548 -1.594
H 1.481 3.083 1.302
H -2.840 -9.902 1.525
H -9.868 -7.147 -1.977
H 2.776 4.227 1.963
H 3.191 3.493 -4.039
H 3.672 10.004 3.944
H 10.074 6.571 1.326
H -1.347 4.618 -2.142
H 3.041 1.102 2.120
H -3.091 -3.154 -1.764
H 7.864 4.050 3.458
H -0.236 5.920 5.087
H 3.507 -0.925 1.567
H 1.492 8.671 3.964
H 7.995 5.366 1.395
H 4.698 -1.506 -0.793
H -7.319 -5.397 -0.292
H -1.397 5.157 3.976
H -2.669 -4.129 1.109
H 0.321 4.012 -2.110
H 0.950 8.498 2.277
H 2.957 10.657 2.452
H -9.974 -6.765 0.394
H 1.632 -1.286 1.686
H -7.523 -7.158 -0.203
H 9.948 7.094 3.023
H -2.791 2.624 -0.639
H -3.199 -2.196 -0.302
H -3.241 5.421 5.493
H -3.700 -6.716 -6.006
H 3.659 -0.834 -2.236
H 4.585 2.563 -5.957
H 8.845 5.209 4.334
H 4.172 3.037 -7.592
H 3.257 3.948 -0.462
H 4.249 1.989 4.485
H 9.580 4.231 3.042
H -6.229 -11.905 1.002
H -1.559 3.859 6.608
H -1.252 -5.652 -0.092
H 3.190 8.330 1.424
H -3.787 -12.078 1.149
H -1.624 -2.824 -0.817
H -5.654 -10.580 2.034
H 1.524 -0.939 -0.707
H -1.073 2.295 -3.166
H 2.859 -2.635 1.523
H -6.136 -10.281 0.349
H -2.550 4.779 7.757
H 4.726 0.602 0.351
H -2.712 -9.303 -4.693
H -3.870 -9.126 0.299
H 2.011 1.366 -0.320
H -1.465 -6.841 -6.882
H -0.895 5.273 7.459
H 4.628 4.282 -6.412
H 2.116 4.147 -6.844
H -3.180 -9.183 -6.405
H -8.890 -5.691 -2.274
H 4.601 3.017 0.361
H -4.365 -8.902 -5.114
H 4.502 3.573 3.541
H -0.635 3.977 -0.643
H 2.433 -2.528 -0.776
H 2.885 2.124 -1.801
H -7.753 -6.141 1.231
H 4.998 1.037 -1.407
H 2.412 4.987 -4.612

142
Properties=species:S:1:pos:R:3 method="wB97M-V/def2-TZVPD" de_lowest_kj_mol=12.5 total_charge=+1 orbital_gap_ev=9.4 max_force_ha_per_bohr=0.025
O 0.790 1.234 2.495
O -3.143 -5.558 -0.083
O 0.663 6.699 4.743
O -1.828 0.277 2.382
O -4.252 -2.082 -0.636
O 3.649 -1.217 -1.433
O -4.995 0.332 0.569
N 1.775 -4.718 -0.892
N -0.376 -4.673 -0.074
N 1.231 -3.608 1.134
N -2.933 2.732 0.512
N 1.009 2.352 -1.072
N 2.728 0.112 2.471
N -2.449 0.329 -0.628
N -0.156 2.806 -1.352
N 1.240 2.540 0.223
N -0.070 -2.459 -2.346
N 1.043 -1.760 -2.210
N 4.411 -2.866 -2.766
N -2.010 1.283 -3.086
N 3.999 -4.962 -1.454
N -0.949 -1.998 -1.537
N 2.922 -2.552 2.290
N 3.479 -3.727 0.411
C 0.881 -0.808 -1.274
C 3.049 -4.437 -0.625
C 4.177 -1.850 2.255
C -1.408 0.413 -4.110
C -2.353 5.195 0.301
C -2.500 6.626 2.399
C 3.656 -5.181 -2.839
C -0.420 -0.970 -0.844
C -2.157 3.750 -0.214
C 2.523 -3.311 1.243
C 3.363 3.040 1.393
C -6.180 1.389 2.350
C 1.803 4.596 4.476
C 0.112 0.573 -4.116
C -5.929 -0.474 -0.113
C 3.459 -2.015 -2.337
C -1.216 -0.099 0.063
C -2.137 -6.200 -0.835
C 2.136 -1.989 -3.112
C 1.339 5.809 3.978
C -3.916 -4.566 -0.734
C 1.567 6.130 2.642
C -0.955 -5.307 -1.232
C 3.937 -0.386 1.832
C -1.879 5.397 1.745
C -3.487 -3.190 -0.202
C -5.167 0.413 1.980
C 0.178 3.146 0.797
C -0.730 3.303 -0.233
C -7.036 2.195 2.576
C 4.199 -3.982 -3.665
C 0.837 -0.588 -4.811
C 2.391 1.959 0.862
C 2.207 -0.882 -4.184
C 5.540 -3.113 -1.885
C 2.231 5.240 1.823
C -5.543 -1.959 -0.067
C 2.473 3.715 3.648
C 1.971 -2.074 3.267
C 5.365 -4.528 -1.276
C 0.911 -4.330 0.050
C -1.651 6.162 -0.649
C 1.900 1.053 2.004
C 2.686 4.019 2.310
C -1.554 -0.716 1.431
C 2.318 -0.634 3.649
H -3.914 2.993 0.543
H -2.251 0.638 -1.655
H 6.008 -5.254 -1.776
H 3.537 -3.720 -4.488
H -5.529 -2.320 0.970
H -2.513 3.721 -1.252
H -1.278 -4.545 -1.951
H -2.140 4.523 2.350
H 0.222 -1.490 -4.756
H -6.942 -0.339 0.282
H 4.103 -6.117 -3.185
H -3.806 -4.614 -1.821
H -5.437 -0.562 2.408
H -3.148 -0.430 -0.625
H -0.181 -5.917 -1.702
H 3.776 3.568 0.532
H 1.995 -2.710 4.161
H -2.893 1.660 -3.412
H 2.609 0.028 -3.733
H -0.992 0.718 2.609
H -2.832 1.193 -0.125
H -2.476 -2.970 -0.556
H -0.580 5.968 -0.663
H 2.913 -1.213 -4.947
H -0.794 5.502 1.758
H 6.469 -3.035 -2.455
H 5.524 -2.347 -1.110
H 1.221 7.082 2.272
H 1.654 -0.124 -1.009
H -0.622 0.793 0.266
H -2.456 -1.321 1.350
H 0.611 6.390 5.656
H -1.677 -0.619 -3.862
H -2.561 -6.643 -1.746
H -1.805 0.629 -5.107
H 3.140 -0.611 4.370
H 2.907 1.378 0.092
H 0.975 -2.144 2.825
H -4.964 -4.764 -0.476
H 3.820 -0.365 0.747
H 4.815 -2.341 1.522
H 5.175 -4.227 -4.091
H 5.588 -4.518 -0.211
H -2.032 6.052 -1.662
H -6.281 -2.544 -0.628
H 1.899 -2.949 -3.574
H 0.441 0.657 -3.081
H 4.803 0.225 2.109
H -3.432 5.392 0.266
H -1.809 7.189 -0.338
H -5.902 -0.135 -1.152
H 4.651 -1.907 3.239
H 4.180 2.537 1.911
H 2.569 -5.258 -2.893
H 0.967 -0.353 -5.867
H -1.003 -4.378 0.657
H -3.501 -3.255 0.897
H 2.833 2.780 4.053
H 2.402 5.500 0.788
H 1.452 -0.139 4.088
H -1.791 -7.002 -0.179
H -2.265 7.527 1.841
H 1.643 4.345 5.516
H 0.142 3.391 1.833
H -0.727 -1.362 1.750
H -1.383 2.062 -2.877
H -3.582 6.529 2.456
H -2.606 2.650 1.471
H -2.111 6.746 3.407
H 0.374 1.513 -4.603
H -7.777 2.898 2.818
H -4.192 0.710 2.380